1.
Formula: C28H33ClN2O2Tl
Source: OMol25
Level of theory: ωB97M-V/def2-TZVPD

Its net charge is -1. The frontier orbital gap comes out at 0.157 Eh. For the HOMO energy, the calculation gives -1.546 eV.

```
67
C28H33ClN2O2Tl ωB97M-V/def2-TZVPD
Tl 0.076 0.621 -0.281
Cl -1.366 0.544 1.595
N -2.072 -0.227 -1.177
N 1.685 0.998 1.454
C -2.443 0.453 -2.247
C 2.138 2.227 1.478
C -2.975 -1.344 -0.997
C -3.702 -1.400 -2.352
C -3.963 -1.047 0.118
C -2.184 -2.598 -0.667
H -4.634 -0.230 -0.193
H -3.412 -0.723 1.018
H -4.564 -1.941 0.319
H -1.383 -2.734 -1.398
H -2.852 -3.458 -0.682
H -1.730 -2.497 0.330
C 2.293 0.218 2.508
C 3.052 1.290 3.303
C 3.190 -0.836 1.882
C 1.227 -0.464 3.357
H 0.487 0.271 3.689
H 1.712 -0.929 4.215
H 0.695 -1.226 2.768
H 4.114 -0.350 1.536
H 2.676 -1.291 1.021
H 3.440 -1.598 2.628
O 2.942 2.516 2.533
H 4.118 1.088 3.409
H 2.600 1.505 4.274
O -3.426 -0.119 -2.988
H -4.791 -1.486 -2.296
H -3.285 -2.173 -3.007
C -1.824 1.799 -2.667
C 1.828 3.302 0.413
C 0.344 3.392 0.047
H 2.393 2.925 -0.490
H 2.227 4.233 0.779
C -0.289 2.561 -0.789
C -1.430 2.677 -1.461
H 1.314 0.286 -1.717
C -2.426 3.479 -0.731
C -1.903 4.140 0.371
C -3.788 3.457 -1.176
C -0.603 4.209 0.835
H -2.551 4.770 0.837
C -0.094 4.915 1.964
H -0.911 5.545 2.284
H 0.777 5.551 1.680
H 0.237 4.256 2.795
H -3.857 3.616 -2.278
H -4.257 4.278 -0.658
H -4.308 2.509 -0.944
H -2.535 2.293 -3.324
H -0.891 1.502 -3.220
C 1.023 -1.288 -0.649
C 1.555 -2.387 -0.848
C 2.176 -3.610 -1.149
C 2.587 -3.904 -2.472
C 3.230 -5.104 -2.726
C 3.491 -6.017 -1.720
C 3.086 -5.732 -0.384
C 2.416 -4.523 -0.117
H 2.393 -3.174 -3.258
H 3.548 -5.334 -3.769
H 4.004 -6.960 -1.920
H 3.288 -6.427 0.411
H 2.089 -4.291 0.898
```

=====

2.
Formula: C28H33FeN5OSi
Source: OMol25
Level of theory: ωB97M-V/def2-TZVPD

The calculation puts the energy relative to the best compared isomer or geometry (same formula, charge and spin) at 149.6 kJ/mol. The frontier orbital gap (alpha / beta) comes out at 0.224 / 0.224 Eh. For the HOMO energy (alpha / beta), the calculation gives -6.864 / -6.865 eV.

```
69
C28H33FeN5OSi ωB97M-V/def2-TZVPD
Fe -0.622 -0.247 0.134
C 4.902 -0.304 1.497
C 4.245 -1.484 1.823
C 3.007 -1.771 1.270
C 2.405 -0.875 0.387
C 3.071 0.298 0.056
C 4.312 0.582 0.608
N 1.126 -1.162 -0.149
C 1.036 -2.135 -1.056
C 2.128 -2.815 -1.687
C 1.888 -3.837 -2.558
C 0.575 -4.282 -2.867
C -0.495 -3.660 -2.295
C -0.282 -2.553 -1.450
N -1.199 -1.923 -0.673
N -2.239 -2.547 -0.235
C -2.502 -2.076 1.039
C -3.594 -2.571 1.761
C -3.701 -2.260 3.098
C -2.721 -1.469 3.698
C -1.700 -0.975 2.915
N -1.589 -1.239 1.607
H 5.865 -0.078 1.935
H 4.696 -2.180 2.519
H 2.479 -2.681 1.527
H 2.603 0.986 -0.633
H 4.815 1.505 0.346
H 3.140 -2.504 -1.465
H 2.730 -4.331 -3.028
H 0.434 -5.103 -3.556
H -1.512 -3.973 -2.495
H -4.301 -3.214 1.256
H -4.528 -2.644 3.681
H -2.754 -1.233 4.752
H -0.930 -0.342 3.332
O -2.587 0.538 -0.045
C -3.152 0.764 -1.347
C -3.094 2.255 -1.600
C -1.732 2.823 -1.184
C -0.602 2.261 -1.992
C -0.116 3.031 -3.046
C 0.853 2.530 -3.892
C 1.294 1.241 -3.667
C 0.776 0.542 -2.593
N -0.134 1.022 -1.732
H -3.199 0.029 0.495
H -4.175 0.387 -1.374
H -2.560 0.206 -2.073
H -3.869 2.754 -1.015
H -3.295 2.455 -2.657
H -1.566 2.613 -0.132
H -1.746 3.906 -1.310
H -0.516 4.025 -3.191
H 1.240 3.125 -4.709
H 2.034 0.768 -4.298
H 1.124 -0.458 -2.418
C -1.322 2.370 2.534
Si 0.124 1.517 1.587
C 1.004 3.095 0.937
C 1.252 0.906 3.014
H -0.920 3.111 3.234
H -1.940 1.681 3.114
H -1.996 2.902 1.858
H 1.479 3.601 1.784
H 0.281 3.799 0.514
H 1.776 2.932 0.183
H 2.267 1.286 2.880
H 1.331 -0.183 3.063
H 0.895 1.265 3.985
```